(1)
Entry from OMol25: an isolated molecule of C5H11NO (wB97M-V/def2-TZVPD).

Its LUMO energy is 0.91 eV. As for the SMILES: CC(C)N(C)C=O. For the relative energy (zero: lowest compared OMol25 entry of this formula, charge and spin), the calculation gives 33.6 kcal per mole. Its HOMO-LUMO gap is 0.36206 Ha. Its total energy is -327.07779 a.u.

Structure (XYZ):
```
18
Properties=species:S:1:pos:R:3:forces:R:3
C -0.901 -0.998 -1.208 -0.1 0.0 -0.2
C -0.728 0.196 -0.254 0.0 0.0 -0.1
C -1.528 0.200 1.054 0.1 -0.1 -0.1
N 0.725 0.092 -0.047 0.2 0.3 -0.1
C 1.392 0.239 1.215 0.1 0.0 0.3
C 1.498 0.439 -1.149 0.2 0.3 0.1
O 1.253 1.338 -1.919 -0.2 -0.5 -0.1
H -0.783 -1.924 -0.626 0.0 0.2 -0.3
H -1.794 -1.052 -1.825 -0.4 0.2 0.3
H -0.072 -0.887 -1.928 -0.5 -0.5 0.2
H -0.956 1.132 -0.779 0.1 -0.1 0.0
H -1.258 1.066 1.674 0.0 -0.2 -0.2
H -2.603 0.286 0.852 0.3 -0.1 -0.1
H -1.380 -0.703 1.659 0.0 0.1 -0.2
H 1.350 1.277 1.570 0.1 -0.1 0.2
H 0.988 -0.432 1.976 0.0 0.1 -0.1
H 2.441 -0.024 1.048 0.0 0.0 0.2
H 2.356 -0.243 -1.312 0.2 0.4 0.3
```
Positions in Å, forces in eV/Å.

Atom charges from the Löwdin analysis, given in e for atoms 1 to 4: atom 1 (C): -0.047, atom 2 (C): -0.379, atom 3 (C): -0.060, atom 4 (N): -0.176

***

(2)
Entry from OMol25: an isolated molecule of C5H11NO (wB97M-V/def2-TZVPD).

Its LUMO energy (spin up / spin down) is -0.13 / -0.42 eV. For the relative energy (zero: lowest compared OMol25 entry of this formula, charge and spin), the calculation gives 131.4 kcal per mole. Its HOMO-LUMO gap (spin up / spin down) is 0.20965 / 0.19114 Ha. Its total energy is -326.92189 a.u.

Structure (XYZ):
```
18
Properties=species:S:1:pos:R:3:forces:R:3
C 0.055 0.076 0.554 0.2 0.5 1.9
C 1.040 -0.209 -0.490 -1.6 1.2 0.2
C 0.089 -0.740 -1.474 0.5 -1.2 -3.1
C -0.735 1.359 0.543 0.1 -0.3 -0.2
C 0.324 -0.472 1.926 -0.1 0.0 0.1
N -1.134 -1.341 -1.427 0.6 1.1 0.7
O 1.853 0.923 -1.069 -0.5 -1.2 0.3
H 1.243 1.589 -1.413 -0.1 -0.2 0.2
H 1.766 -0.966 -0.192 0.2 0.0 0.0
H 0.520 -0.862 -2.469 0.0 0.0 -0.4
H -1.544 -1.663 -2.292 0.3 0.1 -0.1
H -1.802 -0.981 -0.756 0.3 -0.3 0.5
H -0.161 2.194 0.973 0.0 0.1 -0.1
H -1.047 1.654 -0.465 0.0 0.1 0.0
H 0.860 -1.425 1.892 -0.1 0.1 0.0
H 0.930 0.221 2.534 0.0 0.0 0.1
H -1.650 1.278 1.144 0.1 -0.1 0.0
H -0.607 -0.635 2.482 0.1 0.0 0.0
```
Positions in Å, forces in eV/Å.

Atom charges from the Löwdin analysis, given in e for atoms 1 to 4: atom 1 (C): -0.375, atom 2 (C): -0.348, atom 3 (C): -0.099, atom 4 (C): -0.107

***

(3)
Entry from OMol25: an isolated molecule of C5H11NO (wB97M-V/def2-TZVPD).

Its LUMO energy is 0.52 eV. As for the SMILES: CC(C)[C@H](N)C=O. For the relative energy (zero: lowest compared OMol25 entry of this formula, charge and spin), the calculation gives 61.7 kcal per mole. Its HOMO-LUMO gap is 0.37519 Ha. Its total energy is -327.03299 a.u.

Structure (XYZ):
```
18
Properties=species:S:1:pos:R:3:forces:R:3
O 2.644 -0.359 0.662 -1.7 2.9 -1.9
C 2.146 0.557 -0.034 2.1 -2.0 0.3
C 0.688 0.915 -0.023 -3.6 -0.8 0.7
C -0.138 -0.340 0.547 -0.9 0.1 -3.2
C -1.560 -0.005 1.020 1.0 2.7 -0.1
C -0.216 -1.634 -0.454 -1.5 3.6 -0.4
N 0.046 1.453 -1.299 3.1 -1.3 0.1
H 2.816 1.096 -0.785 -0.6 -0.3 0.8
H 0.466 1.745 0.670 0.7 -0.3 0.3
H 0.166 -0.664 1.469 2.2 -0.7 1.9
H -2.304 0.406 0.311 0.2 -1.0 -0.1
H -1.788 -0.898 1.576 -1.2 0.1 0.3
H -1.396 0.905 1.672 -0.5 -1.1 0.1
H -1.325 -1.576 -0.697 1.3 -0.7 -0.2
H -0.036 -2.542 0.097 0.6 -0.3 -0.4
H 0.340 -1.379 -1.426 -0.5 -1.1 1.6
H -0.965 1.506 -1.284 0.2 -0.5 0.2
H 0.415 0.811 -2.023 -1.1 0.8 0.1
```
Positions in Å, forces in eV/Å.

Atom charges from the Löwdin analysis, given in e for atoms 1 to 4: atom 1 (O): 0.024, atom 2 (C): -0.186, atom 3 (C): -0.304, atom 4 (C): -0.366

***

(4)
Entry from OMol25: an isolated molecule of C5H11NO (wB97M-V/def2-TZVPD).

Its LUMO energy (spin up / spin down) is 0.62 / 0.63 eV. For the relative energy (zero: lowest compared OMol25 entry of this formula, charge and spin), the calculation gives 86.8 kcal per mole. Its HOMO-LUMO gap (spin up / spin down) is 0.27970 / 0.27942 Ha. Its total energy is -326.99309 a.u.

Structure (XYZ):
```
18
Properties=species:S:1:pos:R:3:forces:R:3
C -1.891 -0.931 -0.540 0.1 0.0 0.0
C -1.533 0.154 0.470 -0.1 0.1 0.0
N -0.084 0.448 0.625 0.1 0.2 0.0
C 0.497 0.483 1.835 0.0 -0.1 0.2
C 0.635 0.863 -0.428 -0.1 0.0 -0.3
C 2.009 0.338 -0.714 0.1 0.4 0.2
O 1.949 -0.809 -1.570 -0.1 -0.3 0.1
H -2.976 -0.919 -0.704 0.2 0.0 0.0
H -1.623 -1.931 -0.185 0.0 0.2 0.0
H -1.406 -0.762 -1.506 0.0 0.0 0.2
H -1.988 1.104 0.165 0.0 -0.1 0.1
H -1.914 -0.082 1.467 0.1 0.0 -0.1
H 1.226 1.262 1.997 0.2 -0.3 -0.1
H 0.329 -0.291 2.571 -0.4 0.1 0.0
H 0.095 1.357 -1.228 -0.1 -0.3 -0.1
H 2.595 1.071 -1.274 -0.1 -0.1 0.1
H 2.564 0.098 0.201 -0.2 0.0 -0.1
H 1.472 -1.486 -1.073 0.1 0.1 -0.2
```
Positions in Å, forces in eV/Å.

Atom charges from the Löwdin analysis, given in e for atoms 1 to 4: atom 1 (C): -0.084, atom 2 (C): -0.188, atom 3 (N): -0.239, atom 4 (C): -0.005

***

no.,strongest force on any atom (eV Å⁻¹)
1,0.8
2,3.4
3,3.9
4,0.5